[1]
Here is a single C6H10N2 molecule from the Open Molecules 2025 dataset. Energies are from ωB97M-V/def2-TZVPD.

Geometry (Å):
C (-0.90, 1.30, 0.06)
N (0.65, 1.58, 0.03)
C (1.07, 0.13, 0.45)
C (2.28, -0.67, 0.10)
C (0.95, -0.76, -0.72)
N (-0.62, -1.08, -0.71)
C (-1.49, -1.24, 0.46)
C (-1.45, -0.04, -0.35)
H (-1.33, 1.23, 1.06)
H (-1.30, 2.07, -0.64)
H (0.79, 1.92, -0.86)
H (0.65, -0.14, 1.46)
H (3.18, -0.40, -0.46)
H (2.44, -1.58, 0.76)
H (0.91, 0.04, -1.66)
H (-2.25, -1.84, 0.54)
H (-1.26, -0.92, 1.57)
H (-2.31, 0.39, -1.08)

2S+1: 1

[2]
Here is a single C6H10N2 molecule from the Open Molecules 2025 dataset. Energies are from ωB97M-V/def2-TZVPD.

Geometry (Å):
C (0.58, -1.94, 0.63)
C (1.37, -0.91, 1.32)
C (0.30, -1.61, -0.63)
C (0.90, 0.34, 1.26)
C (-0.15, 0.71, 0.24)
C (-1.66, 0.56, 0.57)
N (0.98, 1.10, -1.81)
N (0.01, 1.26, -0.98)
H (0.23, -2.83, 1.10)
H (2.03, -1.26, 2.18)
H (-0.39, -2.07, -1.33)
H (1.33, 1.29, 1.64)
H (-2.02, 1.40, 0.99)
H (-1.88, -0.27, 1.18)
H (-2.19, 0.43, -0.33)
H (0.76, 1.46, -2.77)
H (0.84, -0.84, -0.88)
H (-0.70, 1.86, -1.23)

2S+1: 1

[3]
Here is a single C6H10N2O molecule from the Open Molecules 2025 dataset. Energies are from ωB97M-V/def2-TZVPD.

Geometry (Å):
H (2.20, 0.13, -1.18)
N (2.30, 0.45, -0.21)
C (1.38, -0.07, 0.54)
C (1.34, 0.28, 2.00)
C (0.33, -0.97, 0.01)
C (0.69, -2.26, -0.17)
C (-1.01, -0.49, -0.43)
O (-1.89, -1.27, -0.78)
N (-1.14, 0.88, -0.47)
C (-2.19, 1.47, -1.25)
H (0.62, -0.34, 2.54)
H (1.06, 1.33, 2.11)
H (2.33, 0.13, 2.44)
H (1.68, -2.62, 0.08)
H (-0.01, -2.97, -0.60)
H (-0.33, 1.46, -0.28)
H (-3.16, 1.01, -1.01)
H (-2.22, 2.54, -1.04)
H (-1.97, 1.31, -2.31)

2S+1: 1

[4]
Here is a single C6H10N2O molecule from the Open Molecules 2025 dataset. Energies are from ωB97M-V/def2-TZVPD.

Geometry (Å):
C (1.16, 0.87, 1.01)
C (-2.09, 1.51, 0.33)
C (0.11, -0.17, 0.62)
C (0.94, -1.16, -0.62)
C (-1.09, 0.64, -0.32)
N (0.49, -2.44, -0.49)
C (-0.75, 0.05, -1.38)
N (1.98, -0.88, -1.32)
O (-0.43, -0.89, 1.48)
H (1.07, -3.17, -0.86)
H (-0.07, -2.61, 0.33)
H (2.15, 0.12, -1.38)
H (-0.67, -0.40, -2.34)
H (2.02, 0.36, 1.43)
H (1.47, 1.47, 0.16)
H (0.72, 1.52, 1.77)
H (-1.63, 2.47, 0.61)
H (-2.95, 1.69, -0.30)
H (-2.41, 1.02, 1.25)

2S+1: 1

[5]
Here is a single C6H10N2O molecule from the Open Molecules 2025 dataset. Energies are from ωB97M-V/def2-TZVPD.

Geometry (Å):
H (-0.21, 1.50, 2.03)
N (-0.68, 1.96, 1.25)
C (-1.03, 1.12, 0.31)
C (-1.93, 1.64, -0.78)
N (-1.35, -0.19, 0.73)
C (-0.45, -1.09, 0.79)
C (0.95, -0.88, 0.40)
C (1.68, -2.09, -0.15)
C (0.87, 0.59, -0.66)
O (0.64, 0.44, -1.82)
H (-1.76, 2.71, -0.91)
H (-2.97, 1.44, -0.51)
H (-1.72, 1.13, -1.72)
H (-0.77, -2.11, 1.00)
H (1.51, -0.35, 1.18)
H (1.11, -2.54, -0.96)
H (1.84, -2.83, 0.64)
H (2.66, -1.80, -0.53)
H (1.58, 1.34, -0.29)

2S+1: 1

[6]
Here is a single C6H10N2O2 molecule from the Open Molecules 2025 dataset. Energies are from ωB97M-V/def2-TZVPD.

Geometry (Å):
C (-2.18, -1.03, -1.01)
N (-1.38, -0.36, 0.04)
C (0.23, -1.03, 0.23)
O (0.13, -1.59, 1.49)
O (0.66, -1.66, -0.72)
H (0.89, -2.16, 1.63)
H (-1.86, -0.38, 0.94)
H (-3.02, -0.40, -1.28)
H (-1.52, -1.19, -1.86)
H (-2.53, -1.98, -0.62)
C (1.86, 1.03, -0.80)
C (0.90, 0.68, 0.30)
C (1.16, 1.09, 1.57)
C (-0.85, 0.98, -0.23)
N (-1.27, 2.01, -0.62)
H (1.79, 0.32, -1.62)
H (2.90, 1.02, -0.45)
H (1.63, 2.03, -1.19)
H (2.00, 1.73, 1.81)
H (0.45, 0.89, 2.37)

2S+1: 1

Energy relative to the best compared isomer or geometry (same formula, charge and spin) readings, ordered: 179.01; 129.41; 19.30; 112.06; 73.43; 117.31 kcal/mol